74
Properties=species:S:1:pos:R:3 method="wB97M-V/def2-TZVPD" e_tot_ev=-111797.429 s2=0.754 spin_multiplicity=2 gap_ev="8.02 / 8.72"
C 6.12807 0.00547 3.95786
C 5.64469 0.92483 2.83515
C 4.13928 1.19961 2.90600
N 3.49619 1.15078 1.56807
C 2.25615 0.45903 1.55368
C 2.10978 -0.71728 0.81064
C 0.87899 -1.34085 0.84088
C -0.19116 -0.85549 1.57657
C -0.06983 0.33019 2.30961
C -1.16283 0.94982 3.10161
C -0.88168 1.58979 4.30929
C -1.93505 2.16629 4.99320
C -3.22289 2.10018 4.49060
N -3.50745 1.50848 3.33242
C -2.49006 0.96290 2.67656
C 1.17824 0.97531 2.27612
C -1.32099 -1.82694 1.40510
O -2.30435 -2.00579 2.04093
N -0.94137 -2.62431 0.30020
C -1.61218 -3.92549 0.13203
C -1.10259 -4.99236 1.11458
C -2.13421 -5.99482 1.59141
Br -3.76775 -5.22115 2.28774
C 0.43650 -2.59217 0.14902
O 1.10308 -3.40709 -0.41118
H 5.46880 -0.85277 4.06270
H 6.12670 0.51948 4.91491
H 7.13012 -0.34445 3.73753
H 6.18733 1.85977 2.94454
H 5.93836 0.49085 1.88198
H 3.68094 0.46962 3.56934
H 3.99901 2.19716 3.31081
H 4.11626 0.67402 0.92685
H 2.92201 -1.13617 0.23507
H 0.11902 1.62731 4.70454
H -1.75882 2.67320 5.93048
H -4.02649 2.54570 5.05556
H -2.72320 0.51709 1.72391
H 1.30546 1.90543 2.80013
H -2.68303 -3.78359 0.18449
H -1.36058 -4.25081 -0.87216
H -0.59545 -4.52782 1.95643
H -0.33882 -5.56799 0.59727
H -2.40948 -6.67576 0.79553
H -1.70789 -6.60333 2.37844
C -1.54023 0.20494 -5.27588
C -1.46324 1.65580 -4.76165
C -0.01874 2.15516 -4.81180
C 0.87246 1.51550 -3.74747
C 0.26872 1.69833 -2.35552
C -1.18203 1.22402 -2.25093
N -2.00385 1.76721 -3.37385
O -2.38557 2.97771 -3.12439
C -1.23516 -0.31612 -2.22559
C -1.76662 1.69315 -0.92447
C -2.32828 2.48358 -5.70612
H -1.38855 0.19076 -6.35507
H -0.78290 -0.45298 -4.85758
H -2.52101 -0.22671 -5.07238
H -0.00824 3.24112 -4.67444
H 0.38797 1.96299 -5.80706
H 1.02715 0.45448 -3.96206
H 1.86143 1.97745 -3.77698
H 0.86746 1.16324 -1.61342
H 0.31849 2.75914 -2.08914
H -2.26132 -0.67200 -2.33243
H -0.85258 -0.69611 -1.28125
H -0.62757 -0.78649 -2.99615
H -1.68397 2.77059 -0.79360
H -1.21997 1.21960 -0.11118
H -2.81966 1.41852 -0.83779
H -3.37353 2.17642 -5.64966
H -1.98434 2.33651 -6.72951
H -2.27312 3.54837 -5.48910


91
Properties=species:S:1:pos:R:3 method="wB97M-V/def2-TZVPD" e_tot_ev=-134970.394 s2=6.014 spin_multiplicity=5 charge=+2 gap_ev="5.62 / 3.50"
Rh -1.49361 1.14192 -0.86144
C -3.02501 -0.54438 -3.43024
O -1.74791 -0.15058 -2.94194
C -0.66671 -0.88348 -3.31554
C -0.72291 -2.08318 -3.99864
C 0.45689 -2.73818 -4.35414
Br 0.34189 -4.42748 -5.21724
C 1.69059 -2.16948 -4.10654
C 1.77269 -0.95618 -3.42134
C 0.59009 -0.33808 -2.94694
O 0.61019 0.75342 -2.17744
C 3.02119 -0.25368 -3.25254
N 3.10239 0.87132 -2.54764
C 4.36959 1.33392 -2.69554
C 4.98599 2.49292 -2.20544
C 6.29929 2.70052 -2.55034
C 7.00249 1.80012 -3.36884
C 6.41049 0.65582 -3.88084
C 5.09319 0.43002 -3.52864
N 4.20169 -0.56158 -3.84894
H -3.32011 -1.51648 -3.02744
H -3.02811 -0.56728 -4.52324
H -3.72761 0.21422 -3.08434
H -1.66451 -2.52158 -4.27674
H 2.57569 -2.68758 -4.43124
H 1.58699 1.08112 -2.14584
H 4.43379 3.19232 -1.59864
H 6.80849 3.58292 -2.19774
H 8.03139 2.01202 -3.61104
H 6.94929 -0.01288 -4.53244
H 4.38779 -1.34178 -4.45694
O -0.86411 0.73162 1.05786
P -0.74831 -0.45888 1.98596
C -0.81771 -2.00058 0.92816
C -0.66971 -3.28978 1.74476
C -1.99291 -3.96278 2.08896
C -2.80931 -4.18208 0.82316
C -3.17581 -2.83248 0.21006
C -1.91721 -2.04468 -0.14454
C 0.95519 -0.40098 2.74756
C 2.00059 -0.97688 1.78706
C 3.39929 -0.47798 2.15466
C 3.51259 1.02972 1.90716
C 2.14729 1.70842 2.02396
C 1.31069 1.05072 3.11326
C -2.06741 -0.42318 3.31026
C -3.44001 -0.23328 2.64706
C -4.35151 0.70012 3.44186
C -3.74531 2.09252 3.56016
C -2.23941 2.03132 3.84266
C -1.81571 0.66142 4.35946
H 0.11739 -1.85718 0.36746
H -0.11441 -3.07248 2.66126
H -0.07911 -4.00228 1.16196
H -2.56571 -3.36548 2.79846
H -1.77851 -4.91978 2.56306
H -3.71931 -4.73598 1.04876
H -2.22991 -4.77968 0.11736
H -3.79841 -2.28478 0.91466
H -3.76511 -2.98038 -0.69804
H -2.18511 -0.99528 -0.42884
H -1.47611 -2.52248 -1.02414
H 0.90999 -1.01248 3.65346
H 1.79029 -0.64258 0.76616
H 1.98549 -2.06748 1.81016
H 4.14079 -1.01228 1.56036
H 3.59579 -0.71288 3.20136
H 3.93319 1.22402 0.91936
H 4.19689 1.46402 2.63756
H 1.60159 1.64632 1.07706
H 2.27399 2.76632 2.25306
H 0.41359 1.64822 3.26676
H 1.87739 1.05522 4.04666
H -1.99811 -1.40068 3.79936
H -3.93931 -1.19588 2.54346
H -3.31081 0.20772 1.64756
H -4.52711 0.27622 4.43256
H -5.31971 0.76192 2.94416
H -4.26311 2.64322 4.34776
H -3.91761 2.64462 2.63296
H -1.96071 2.79872 4.56556
H -1.69351 2.24392 2.91806
H -2.40301 0.41802 5.24866
H -0.76981 0.66512 4.66816
O -2.46221 2.53292 -1.88704
N -3.19471 3.54522 -1.98744
C -2.86881 4.77542 -2.19034
C -1.51731 5.22092 -2.24004
N -0.40741 5.49882 -2.24404
C -3.88581 5.74522 -2.37634
N -4.68251 6.54692 -2.55084


87
Properties=species:S:1:pos:R:3 method="wB97M-V/def2-TZVPD" e_tot_ev=-2145744.116 gap_ev=9.27
C 2.09551 3.97125 -0.56233
C 2.77632 3.23666 -1.82207
C 2.42249 1.69408 -1.91137
N 3.13604 0.71490 -1.04954
C 3.62792 -0.42439 -1.86335
O 3.17501 -1.53340 -1.75840
F 4.61255 -0.25632 -2.82657
C 4.33277 1.27425 -0.42112
O 4.37649 1.28954 0.78749
F 5.43030 1.75737 -1.09811
O 2.37376 1.45796 -3.33737
C 1.08103 1.58802 -3.87960
O 0.68402 1.31362 -4.97682
O 0.30602 2.09115 -2.80168
C 0.87137 1.48894 -1.60712
C 0.31118 -0.00898 -1.68637
C -1.21882 -0.05938 -2.08751
C -2.14816 0.91172 -1.24992
C -3.18747 1.66374 -2.19178
O -2.59092 2.86168 -2.77039
C -2.62706 2.84970 -4.16368
O -1.86354 3.60398 -4.75013
H 1.00872 4.10802 -0.86297
H 2.21079 3.38582 0.39220
H 2.49221 5.02762 -0.44715
H 3.87424 3.47352 -1.90889
H 2.29087 3.71892 -2.72512
H 0.47579 1.82607 -0.61430
H 0.90763 -0.64829 -2.39832
H 0.38995 -0.44502 -0.64444
H -1.30704 0.15620 -3.19395
H -1.58682 -1.12653 -1.95314
H -2.77847 0.32659 -0.51530
H -1.59832 1.69727 -0.66267
H -4.11122 2.00720 -1.63299
H -3.53736 0.90450 -2.96072
H -3.34287 2.22859 -4.76735
C -2.50742 -0.77854 2.61067
Br -2.10240 -2.57390 2.01250
Br -0.94127 0.35926 2.53613
Br -4.00632 -0.01689 1.64649
H -2.80325 -0.84885 3.65357
C 3.51957 -3.84831 0.52465
Br 3.42988 -4.66440 2.27847
Br 1.95102 -4.25434 -0.53649
Br 3.83893 -1.94141 0.64162
H 4.37215 -4.28424 0.01283
C 0.92800 -7.65627 1.45887
Br 0.08499 -6.21838 2.44201
Br 1.12751 -9.24802 2.54314
Br 0.00732 -8.02850 -0.20351
H 1.92837 -7.31971 1.20036
C -4.19745 -7.70527 0.32856
Br -4.08632 -8.92165 1.83084
Br -3.26205 -6.04658 0.67616
Br -3.60141 -8.53637 -1.31628
H -5.24623 -7.45692 0.19696
C -0.34275 4.33453 4.51976
Br -2.21555 3.85190 4.60719
Br 0.72535 3.30987 5.76949
Br 0.34906 4.20482 2.71610
H -0.26778 5.37657 4.81544
C 3.28893 2.39463 5.52263
Br 3.19994 1.12342 6.98094
Br 4.19603 4.02304 6.04669
Br 4.06988 1.61384 3.93247
H 2.26622 2.66566 5.27471
C -4.56197 -1.93398 -4.42312
Br -3.78199 -3.61659 -4.97446
Br -4.78850 -1.83900 -2.50093
Br -3.54842 -0.41989 -5.07493
H -5.55007 -1.87889 -4.86998
C -6.96203 -2.94050 2.08942
Br -6.46347 -2.52562 0.26498
Br -7.86700 -4.64723 2.21566
Br -5.43929 -2.84165 3.28291
H -7.66889 -2.18128 2.41024
C 0.61312 3.82924 -7.90357
Br 1.08747 2.07102 -8.56046
Br 2.16313 4.98041 -7.74782
Br -0.78253 4.64284 -8.97128
H 0.21182 3.69725 -6.90181
C 5.14655 2.91947 9.91301
Br 5.99665 1.26026 9.39252
Br 4.74415 2.95750 11.80685
Br 6.18513 4.46054 9.36829
H 4.19830 2.97053 9.38431


20
Properties=species:S:1:pos:R:3 method="wB97M-V/def2-TZVPD" e_tot_ev=-11868.277 relative_energy_kcal_mol=311.19 gap_ev=8.71
C 1.26921 -1.03504 1.30976
C 2.15952 -0.53741 -0.06462
C 1.60773 0.17216 -1.05632
C 0.87294 1.51415 -0.61179
C -1.32971 0.56213 0.11141
H 1.60357 -2.67095 1.31706
H -0.25037 -0.62947 1.32627
H 2.12191 -0.13894 2.37971
H 2.89342 -1.38889 -0.29868
H 2.25371 0.28786 -2.12732
H 1.49939 2.13659 0.05115
H 0.85105 2.08526 -1.60829
H -2.77967 1.23215 1.61651
H -3.25000 0.18590 0.16519
H -0.49644 -0.88476 -1.41655
H -2.45906 -1.37890 -0.03327
N -0.41226 1.46351 0.17298
N -2.57028 0.52606 0.99599
N -1.26251 -0.28998 -1.13521
O -2.32215 -1.21142 -1.09398


17
Properties=species:S:1:pos:R:3 method="wB97M-V/def2-TZVPD" e_tot_ev=-17754.382 relative_energy_kcal_mol=86.88 gap_ev=9.73
C -2.24640 0.17083 0.07715
C 0.28233 1.48978 -0.23022
C 1.27403 -1.13267 0.23572
C -0.82180 -0.01484 0.41220
N -0.14227 -1.23690 0.02094
O -2.80210 -0.90870 -0.52540
O -2.88160 1.17793 0.23714
Si 1.91160 0.59917 -0.21340
H 0.04578 1.76116 -1.14840
H 0.12315 2.38080 0.55706
H 1.43522 -1.13237 1.36633
H 1.77881 -2.11011 -0.06530
H -0.58623 0.22106 1.43424
H -0.33512 -1.35394 -1.02542
H -2.13203 -1.72360 -0.52166
H 2.43122 0.95825 -1.59198
H 2.66543 0.85415 0.98100


49
Properties=species:S:1:pos:R:3 method="wB97M-V/def2-TZVPD" e_tot_ev=-34778.803 relative_energy_kcal_mol=43.21 smiles="C=CCN(C(=O)Nc1ccccc1)[C@@H]1CC(=O)N(c2ccc(OC)cc2)C1=O" gap_ev=9.11
C -0.27382 2.43678 -2.31468
C -0.11704 1.24181 -1.77568
C -1.26365 0.35589 -1.37879
N -1.50718 0.33979 0.05919
C -2.73476 0.05781 0.62425
O -2.90160 0.16897 1.82229
N -3.70493 -0.33318 -0.26073
C -5.06006 -0.55763 0.00638
C -5.81497 -1.18657 -0.98212
C -7.16496 -1.41088 -0.79456
C -7.78073 -1.00991 0.37911
C -7.03263 -0.38264 1.36055
C -5.68070 -0.15172 1.18307
H -5.10076 0.32872 1.95231
H -7.50493 -0.06619 2.27862
H -8.83552 -1.18612 0.52607
H -7.73689 -1.90110 -1.56864
H -5.33780 -1.50114 -1.90090
H -3.40672 -0.66761 -1.16410
C -0.39915 0.41686 0.98277
C 0.16159 1.81207 1.26651
C 1.66198 1.63381 1.26135
O 2.49323 2.43947 1.57757
N 1.93547 0.34856 0.80794
C 0.80540 -0.40053 0.53906
O 0.79215 -1.49638 0.04394
C 3.25373 -0.13966 0.59875
C 4.19371 0.65114 -0.04199
C 5.47995 0.18192 -0.24254
C 5.83324 -1.09278 0.18860
C 4.87495 -1.88583 0.82504
C 3.59854 -1.41460 1.03403
H 2.86592 -2.03275 1.52743
H 5.16208 -2.87178 1.15305
O 7.06179 -1.65231 0.04185
C 8.07713 -0.90082 -0.57965
H 7.81707 -0.65125 -1.61330
H 8.29302 0.01811 -0.02563
H 8.95928 -1.53894 -0.57543
H 6.19302 0.82080 -0.73816
H 3.92889 1.64160 -0.37664
H -0.17019 2.22482 2.21829
H -0.11347 2.51988 0.48293
H -0.77194 -0.02297 1.91947
H -2.16370 0.74173 -1.86620
H -1.05399 -0.66309 -1.73718
H 0.87358 0.83437 -1.63132
H 0.56664 3.04213 -2.60808
H -1.25028 2.86133 -2.48408